[1]
{
  "formula": "C20H43ErOP3S",
  "method": "ωB97M-V with the def2-TZVPD basis set",
  "multiplicity": 4,
  "gap_ev": [5.325, 5.398],
  "energy_ev": -89781.6835,
  "s_squared": 3.753,
  "mol_weight_da": 591.81,
  "e_above_lowest_ev": 0.7048,
  "homo_energy_ev": [-16.2, -16.2],
  "total_charge": 3,
  "symbols": ["Er", "P", "P", "P", "H", "C", "C", "H", "C", "C", "C", "C", "C", "C", "C", "C", "C", "H", "H", "H", "H", "H", "H", "H", "H", "H", "H", "H", "H", "H", "H", "H", "H", "H", "H", "H", "H", "H", "H", "H", "H", "H", "H", "H", "H", "H", "C", "C", "C", "C", "C", "C", "S", "H", "H", "H", "H", "H", "H", "C", "C", "C", "O", "H", "H", "H", "H", "H", "H"],
  "xyz": [[-0.253, -0.507, -0.664], [2.049, 1.059, 0.445], [-2.113, 1.708, -0.262], [0.631, 1.274, -2.561], [-0.834, -3.150, 0.151], [0.011, -3.020, -0.528], [1.232, -2.441, -0.182], [1.618, -2.333, 0.842], [2.598, 0.565, 2.129], [1.964, 2.861, 0.857], [3.725, 0.829, -0.288], [-3.726, 1.343, -1.039], [-2.704, 1.999, 1.448], [-1.870, 3.452, -0.723], [1.939, 0.398, -3.530], [1.284, 2.976, -2.632], [-0.703, 1.459, -3.799], [-0.090, -3.545, -1.485], [2.001, -2.337, -0.970], [2.547, -0.523, 2.249], [2.007, 1.066, 2.906], [3.648, 0.882, 2.217], [1.223, 2.986, 1.659], [1.681, 3.485, 0.002], [2.944, 3.183, 1.238], [3.858, -0.246, -0.499], [4.466, 1.127, 0.470], [3.872, 1.411, -1.209], [-4.416, 2.177, -0.861], [-4.154, 0.434, -0.603], [-3.609, 1.204, -2.117], [-3.559, 2.684, 1.415], [-1.916, 2.457, 2.056], [-3.029, 1.068, 1.916], [-2.751, 4.023, -0.406], [-1.749, 3.585, -1.801], [-0.999, 3.870, -0.202], [1.881, 0.741, -4.571], [1.775, -0.693, -3.522], [2.941, 0.610, -3.121], [1.380, 3.292, -3.673], [2.269, 3.048, -2.160], [0.605, 3.672, -2.129], [-0.272, 1.448, -4.816], [-1.253, 2.404, -3.648], [-1.420, 0.618, -3.755], [-0.722, -2.920, -5.234], [-1.754, -2.702, -6.167], [-1.907, -3.483, -7.317], [-0.999, -4.541, -7.562], [0.069, -4.747, -6.685], [0.216, -3.951, -5.534], [-0.535, -1.803, -3.849], [-1.228, -2.033, -2.644], [-2.458, -1.888, -5.980], [-2.717, -3.283, -8.025], [-1.129, -5.167, -8.435], [0.797, -5.531, -6.909], [1.056, -4.124, -4.866], [-0.840, 0.359, 3.650], [-0.478, -0.665, 2.654], [-0.119, -1.990, 3.179], [-0.551, -0.409, 1.415], [-0.481, -0.052, 4.611], [-1.941, 0.485, 3.729], [-0.345, 1.342, 3.477], [0.052, -2.768, 2.416], [0.766, -1.850, 3.793], [-0.916, -2.262, 3.879]]
}

[2]
{
  "formula": "C3H8N4",
  "method": "ωB97M-V with the def2-TZVPD basis set",
  "gap_ev": 8.823,
  "energy_ev": -9200.6194,
  "mol_weight_da": 100.12,
  "smiles": "[H]/N=C(N)/N=C(\\C)N",
  "e_above_lowest_ev": 1.0140,
  "homo_energy_ev": -7.9,
  "symbols": ["C", "C", "C", "N", "N", "N", "N", "H", "H", "H", "H", "H", "H", "H", "H"],
  "xyz": [[1.272, -1.220, -0.341], [-1.275, 0.320, -0.029], [0.895, 0.186, 0.030], [-2.446, 0.937, -0.395], [1.920, 0.944, 0.490], [-0.132, 0.881, -0.474], [-1.145, -0.749, 0.712], [-2.358, 1.790, -0.922], [-3.331, 0.558, -0.104], [1.738, 1.914, 0.684], [2.763, 0.518, 0.835], [-1.975, -1.339, 0.749], [1.295, -1.836, 0.558], [0.521, -1.658, -0.993], [2.259, -1.248, -0.801]]
}

[3]
{
  "formula": "C3H6N",
  "method": "ωB97M-V with the def2-TZVPD basis set",
  "gap_ev": 11.169,
  "energy_ev": -4687.1674,
  "mol_weight_da": 56.09,
  "e_above_lowest_ev": 2.9494,
  "homo_energy_ev": -17.4,
  "total_charge": 1,
  "symbols": ["C", "C", "C", "N", "H", "H", "H", "H", "H", "H"],
  "xyz": [[-0.074, -0.179, -0.013], [-1.532, -1.937, 0.362], [1.217, 1.852, -0.440], [0.556, 0.707, -0.153], [-2.179, -1.770, -0.438], [-0.765, -2.652, 0.475], [-1.796, -1.517, 1.281], [0.523, 2.268, -1.099], [1.191, 2.401, 0.551], [2.168, 1.559, -0.819]]
}

[4]
{
  "formula": "CH2NO4S",
  "method": "ωB97M-V with the def2-TZVPD basis set",
  "gap_ev": [7.691, 7.690],
  "energy_ev": -21581.2282,
  "mol_weight_da": 124.10,
  "e_above_lowest_ev": 5.4636,
  "homo_energy_ev": [-4.3, -4.3],
  "total_charge": -1,
  "symbols": ["C", "N", "O", "O", "O", "O", "S", "H", "H"],
  "xyz": [[0.382, -0.264, 0.174], [1.228, 0.754, -0.043], [1.687, 1.154, -1.134], [-1.973, -1.050, 0.794], [1.352, 1.427, 1.026], [-1.979, -0.023, -1.379], [-1.561, 0.130, 0.009], [0.440, -1.553, -0.637], [0.424, -0.576, 1.191]]
}

[5]
{
  "formula": "C10H13N5O5PdS2Se",
  "method": "ωB97M-V with the def2-TZVPD basis set",
  "gap_ev": [6.665, 6.609],
  "energy_ev": -118765.3068,
  "mol_weight_da": 532.76,
  "e_above_lowest_ev": 0.4384,
  "homo_energy_ev": [-1.7, -1.6],
  "total_charge": -2,
  "symbols": ["Pd", "N", "C", "S", "N", "N", "C", "C", "C", "C", "C", "C", "C", "O", "H", "H", "H", "H", "H", "H", "H", "C", "N", "C", "N", "S", "H", "H", "H", "H", "H", "H", "O", "Se", "O", "O", "O"],
  "xyz": [[0.594, 0.007, -0.035], [0.551, 4.068, -1.105], [0.748, 2.943, -0.340], [2.041, 1.863, -0.810], [-0.017, 2.783, 0.701], [0.094, 1.521, 1.249], [-0.536, 1.324, 2.347], [-0.577, 0.095, 3.115], [-1.399, 0.084, 4.246], [-1.508, -1.013, 5.078], [-0.763, -2.153, 4.758], [0.060, -2.179, 3.657], [0.200, -1.061, 2.783], [1.021, -1.110, 1.801], [0.538, 3.795, -2.092], [-0.349, 4.471, -0.873], [-1.091, 2.178, 2.735], [-1.968, 0.983, 4.467], [-2.158, -0.994, 5.943], [-0.834, -3.036, 5.387], [0.639, -3.060, 3.408], [1.168, 0.413, -4.765], [1.406, -0.265, -3.502], [0.600, -1.166, -2.967], [-0.519, -1.525, -3.623], [1.009, -1.903, -1.440], [2.099, 0.900, -5.053], [0.384, 1.169, -4.684], [0.902, -0.332, -5.520], [2.049, 0.167, -2.856], [-1.092, -0.728, -4.007], [-1.090, -2.120, -3.046], [-3.112, 2.379, -2.356], [-1.712, 1.679, -2.795], [-0.601, 2.799, -3.272], [-1.087, 0.774, -1.560], [-1.923, 0.632, -4.071]]
}

[6]
{
  "formula": "C15H20BN9O8P2Ti",
  "method": "ωB97M-V with the def2-TZVPD basis set",
  "multiplicity": 2,
  "gap_ev": [4.995, 4.994],
  "energy_ev": -88054.3062,
  "s_squared": 0.752,
  "mol_weight_da": 575.01,
  "e_above_lowest_ev": 2.6628,
  "homo_energy_ev": [-2.7, -2.7],
  "total_charge": -1,
  "symbols": ["Ti", "C", "C", "N", "N", "C", "B", "N", "C", "C", "C", "N", "N", "C", "C", "C", "N", "N", "C", "C", "C", "N", "H", "H", "H", "H", "H", "H", "H", "H", "H", "H", "H", "H", "O", "P", "O", "O", "O", "P", "O", "O", "O", "H", "H", "N", "C", "O", "C", "C", "H", "H", "H", "H", "H", "H"],
  "xyz": [[0.651, -0.449, -0.668], [2.860, 0.435, 3.033], [2.750, -0.120, 1.754], [1.485, -0.117, 1.362], [0.759, 0.453, 2.355], [1.573, 0.788, 3.374], [-0.764, 0.602, 2.174], [-1.082, 1.528, 0.967], [-2.061, 2.443, 0.871], [-2.098, 2.911, -0.426], [-1.089, 2.203, -1.082], [-0.485, 1.378, -0.236], [-1.305, -0.825, 1.842], [-1.952, -1.778, 2.533], [-2.107, -2.885, 1.724], [-1.485, -2.526, 0.526], [-1.008, -1.293, 0.611], [-1.431, 1.233, 3.398], [-2.515, 0.895, 4.137], [-2.717, 1.876, 5.076], [-1.687, 2.801, 4.828], [-0.926, 2.417, 3.820], [3.753, 0.572, 3.615], [3.520, -0.494, 1.096], [1.181, 1.267, 4.252], [-2.642, 2.721, 1.734], [-2.747, 3.667, -0.832], [-0.756, 2.246, -2.109], [-2.215, -1.652, 3.568], [-2.570, -3.821, 1.980], [-1.299, -3.104, -0.365], [-3.107, 0.024, 3.927], [-3.497, 1.918, 5.816], [-1.472, 3.729, 5.333], [1.710, -2.498, -3.251], [2.335, -2.874, -1.807], [2.741, -4.285, -1.780], [1.324, -2.359, -0.783], [3.594, -1.875, -1.687], [3.631, -0.261, -1.909], [3.523, 0.001, -3.456], [4.839, 0.255, -1.263], [2.255, 0.230, -1.375], [1.975, -3.176, -3.881], [2.557, 0.107, -3.768], [-2.109, -0.804, -3.803], [-0.815, -0.578, -3.495], [-0.452, -0.716, -2.323], [0.117, -0.168, -4.599], [1.226, 0.734, -4.221], [-2.697, -1.248, -3.120], [-2.382, -0.795, -4.770], [-0.583, 0.136, -5.426], [0.506, -1.140, -4.945], [1.080, 1.511, -3.480], [2.109, 0.760, -4.844]]
}